No. 1
ORCA calculation (ωB97M-V/def2-TZVPD) on a molecular structure, C24H46BaN3O6P2S2 at a distorted geometry.

Each line ends with the Löwdin charge.
Geometry (Å):
Ba  -1.317  1.108  1.351  1.751
S  -4.057  2.370  0.648  0.320
S  -6.514  0.785  1.717  0.988
P  1.977  0.368  -0.630  0.494
P  0.238  -2.189  -0.238  0.429
O  -0.763  -1.202  0.249  -0.491
O  0.977  -2.910  0.912  -0.194
O  0.862  1.278  -0.211  -0.457
O  2.774  1.076  -1.790  -0.180
O  2.998  -0.009  0.540  -0.205
O  -0.225  -3.331  -1.225  -0.209
N  -0.892  4.105  1.269  -0.069
N  -0.710  3.791  -0.100  -0.158
N  -4.090  -0.216  1.137  -0.101
C  0.224  6.143  -0.696  -0.040
C  0.782  -4.863  2.057  -0.050
C  -5.496  -3.627  1.895  -0.106
C  3.086  -3.990  1.567  -0.035
C  -4.957  -1.332  1.405  -0.295
C  1.685  -4.219  1.011  -0.372
C  -1.069  -3.718  -2.410  -0.373
C  -2.448  -3.115  -2.352  -0.024
C  -4.577  -2.661  1.511  -0.046
C  -4.766  0.896  1.208  -1.175
C  -1.040  -5.230  -2.404  -0.041
C  1.391  -1.233  -1.300  -0.190
C  4.442  0.766  2.302  -0.028
C  2.012  0.451  2.731  -0.049
C  -6.299  -0.958  1.696  -0.481
C  -2.124  5.392  -1.238  -0.052
C  3.885  3.348  -1.940  -0.018
C  3.992  1.887  -1.433  -0.361
C  -7.249  -1.945  2.013  -0.078
C  3.064  0.897  1.738  -0.417
C  5.237  1.152  -1.944  -0.026
C  -0.678  4.911  -1.068  -0.586
C  -0.141  4.354  -2.441  -0.025
C  -6.803  -3.269  2.109  -0.106
H  -7.517  -4.140  2.245  0.126
H  1.073  1.005  2.660  -0.005
H  -3.657  -2.881  1.061  0.076
H  -3.148  -3.895  -2.663  0.086
H  0.940  4.191  -2.399  0.057
H  4.857  3.785  -1.873  0.080
H  5.875  0.955  -1.081  0.078
H  -1.613  -5.573  -1.565  0.084
H  4.987  0.176  -2.362  0.085
H  3.951  1.888  -0.292  0.110
H  4.441  1.255  3.284  0.100
H  4.723  -0.249  2.487  0.089
H  3.584  -3.039  1.313  0.082
H  0.134  3.260  -0.179  0.034
H  0.016  6.887  -1.480  0.091
H  -2.216  6.151  -2.005  0.079
H  1.878  -0.678  2.691  0.124
H  1.288  5.850  -0.618  0.079
H  3.037  -4.229  2.642  0.087
H  -0.322  5.055  -3.261  0.089
H  -0.191  4.779  1.544  0.068
H  2.356  0.815  3.698  0.088
H  -2.444  5.874  -0.257  0.099
H  -0.421  -3.355  -3.233  0.148
H  -0.109  6.602  0.237  0.068
H  -0.578  3.401  -2.706  0.079
H  3.170  3.819  -1.304  0.052
H  2.230  -1.901  -1.563  0.097
H  -2.760  -2.785  -1.327  0.095
H  -5.145  -4.651  2.031  0.105
H  -1.538  -5.582  -3.325  0.104
H  5.817  1.710  -2.687  0.087
H  -1.835  4.538  1.376  0.080
H  0.767  -0.937  -2.125  0.077
H  -8.259  -1.673  2.156  0.092
H  0.704  -4.191  2.906  0.090
H  1.699  -4.824  0.062  0.153
H  -2.582  -2.345  -3.098  0.082
H  2.805  1.926  1.378  0.143
H  -2.819  4.607  -1.500  0.071
H  1.209  -5.820  2.382  0.097
H  0.012  -5.526  -2.370  0.087
H  -0.212  -5.106  1.695  0.083
H  3.709  -4.785  1.089  0.098
H  5.179  1.231  1.667  0.080
H  3.512  3.346  -2.978  0.102

Properties
Frontier orbital gap, eV: 6.8245
Total charge: +1
LUMO level, Ha: -0.088
Molar mass, g/mol: 736.06
Multiplicity: 1

No. 2
ORCA calculation (ωB97M-V/def2-TZVPD) on a molecular structure, C6H5As4CuF24NO2 at a distorted geometry.

Each line ends with the Löwdin charge.
Geometry (Å):
As  16.126  -16.891  -10.620  0.934
As  11.936  -13.934  -10.163  0.891
As  16.261  -12.506  -12.468  0.978
As  16.871  -16.637  -15.382  0.875
Cu  13.367  -15.163  -13.349  0.557
F  17.354  -11.596  -11.311  -0.343
F  15.584  -16.182  -14.231  -0.277
F  17.364  -17.677  -9.509  -0.343
F  12.072  -15.628  -10.305  -0.241
F  17.323  -16.015  -11.643  -0.270
F  12.498  -13.742  -11.845  -0.293
F  15.869  -17.753  -16.286  -0.289
F  10.331  -14.028  -10.927  -0.301
F  15.233  -13.479  -13.607  -0.306
F  14.814  -17.684  -9.652  -0.324
F  15.850  -13.503  -11.028  -0.293
F  12.050  -12.127  -10.086  -0.312
F  16.425  -15.269  -16.410  -0.290
F  16.153  -18.231  -11.781  -0.280
F  16.644  -11.274  -13.710  -0.316
F  18.250  -16.976  -16.529  -0.349
F  14.832  -11.526  -12.055  -0.302
F  11.494  -13.779  -8.449  -0.298
F  17.407  -18.039  -14.398  -0.298
F  14.803  -16.140  -11.553  -0.295
F  18.047  -15.676  -14.409  -0.291
F  17.638  -13.710  -12.915  -0.318
F  16.092  -15.478  -9.504  -0.291
F  13.727  -13.904  -9.599  -0.304
O  14.703  -19.233  -13.881  0.081
O  13.199  -17.698  -13.983  0.054
N  13.599  -18.743  -13.553  -0.303
C  12.737  -19.512  -12.620  -0.105
C  11.360  -19.293  -12.782  -0.009
C  13.261  -20.208  -11.537  0.005
C  11.005  -20.443  -10.772  -0.096
C  12.379  -20.692  -10.620  -0.071
C  10.483  -19.895  -11.911  -0.099
H  12.628  -21.347  -9.797  0.102
H  10.928  -18.702  -13.577  0.115
H  9.421  -19.733  -12.028  0.099
H  10.407  -20.890  -9.990  0.092
H  14.334  -20.308  -11.453  0.125

Properties
Frontier orbital gap, eV: 8.4503
Total charge: -3
LUMO level, Ha: 0.210
Molar mass, g/mol: 942.30
Multiplicity: 1

No. 3
ORCA calculation (ωB97M-V/def2-TZVPD) on 17 unconnected molecules or ions with the total composition C3H39O17 at a distorted geometry.

Each line ends with the Löwdin charge.
Geometry (Å):
O  3.155  1.667  1.983  -0.069
O  3.682  2.400  -0.448  -0.044
O  -4.387  -1.681  -0.356  -0.066
O  -2.124  -1.859  -1.742  -0.037
O  -4.373  0.314  2.056  -0.068
O  0.168  2.747  -4.266  -0.042
O  -1.269  -0.259  2.849  -0.054
O  1.872  1.402  -2.269  -0.045
O  3.914  -0.434  0.392  -0.051
O  -1.749  1.107  -3.517  -0.069
O  0.844  -1.372  -3.444  -0.070
O  -0.278  -0.029  -1.412  -0.358
O  2.479  -1.766  2.430  -0.086
O  0.192  -2.477  1.535  -0.040
O  1.344  0.512  3.552  -0.032
O  -2.989  -2.277  1.921  -0.085
O  1.741  -1.710  -0.637  -0.074
C  0.430  1.177  0.454  -0.060
C  -0.680  1.006  -0.546  -0.504
C  -2.010  0.605  0.166  -0.051
H  4.445  2.897  -0.357  0.015
H  -1.569  -1.157  -1.425  -0.029
H  1.498  -1.864  2.224  0.001
H  1.105  -0.999  -0.872  -0.005
H  0.520  0.167  0.926  0.087
H  -1.805  -2.674  -1.308  0.075
H  0.430  -1.973  0.728  0.031
H  0.316  3.549  -4.716  0.025
H  4.521  -0.102  -0.260  0.063
H  1.353  1.461  0.067  0.027
H  2.440  1.812  -1.631  -0.026
H  -5.246  0.191  1.669  0.035
H  3.511  0.377  0.746  0.006
H  -2.903  0.701  -0.448  0.097
H  3.655  1.336  2.772  0.121
H  1.126  -0.763  -4.129  0.023
H  -1.556  0.896  -2.625  -0.048
H  0.444  -0.888  -2.723  -0.043
H  0.753  -3.230  1.616  0.049
H  -2.732  -2.414  0.983  0.040
H  2.525  -1.184  -0.436  -0.004
H  1.065  1.173  -1.795  -0.015
H  -3.529  -1.675  -0.791  -0.035
H  -3.833  -0.447  1.803  -0.026
H  -3.853  -2.747  1.982  0.084
H  2.224  1.706  2.211  0.030
H  -1.679  -1.089  2.577  0.000
H  -0.796  1.924  -1.150  0.134
H  -4.923  -2.399  -0.683  0.039
H  0.788  2.617  -3.512  0.044
H  3.390  2.146  0.469  0.000
H  0.157  1.887  1.270  0.108
H  -1.974  -0.438  0.539  0.066
H  2.950  -1.508  1.642  -0.011
H  0.495  0.526  3.187  -0.037
H  -1.050  1.748  -3.755  -0.027
H  1.690  -0.326  3.326  -0.022
H  -2.238  1.274  0.913  0.041
H  -1.653  0.403  2.280  -0.007

Properties
Frontier orbital gap, eV: 8.0266
Total charge: -1
LUMO level, Ha: 0.087
Molar mass, g/mol: 347.33
Multiplicity: 1

No. 4
ORCA calculation (ωB97M-V/def2-TZVPD) on a molecular structure, C17H35IN5OS at a distorted geometry.

Each line ends with the Löwdin charge.
Geometry (Å):
I  1.850  2.092  2.605  0.938
S  1.699  0.788  -0.274  0.892
O  -4.383  -1.008  0.276  -0.280
N  2.622  -3.250  2.544  0.011
N  2.257  -2.528  0.254  0.058
N  -0.755  -0.463  -0.102  -0.035
N  -1.035  -0.316  2.510  0.057
N  0.317  -3.014  1.817  0.040
C  -3.029  -1.774  0.434  -0.132
C  1.079  0.330  1.471  -0.862
C  -1.798  2.428  2.426  -0.264
C  -2.151  4.028  2.349  -0.124
C  0.315  -0.255  -0.986  -0.301
C  2.036  -0.575  -3.130  -0.198
C  3.685  1.619  -3.061  -0.126
C  1.102  1.984  -3.634  -0.122
C  -2.456  1.874  -0.056  -0.074
C  0.534  -0.797  -2.517  -0.154
C  2.343  0.919  -3.723  -0.388
C  -4.412  -2.560  -0.268  0.012
C  1.807  -0.870  2.288  -0.240
C  -1.763  -1.354  -0.745  -0.076
C  -1.201  1.804  1.004  -0.289
C  -0.572  0.266  1.197  -0.402
C  1.711  -2.370  1.658  -0.581
H  4.316  0.775  -2.503  0.085
H  -2.821  1.851  2.606  0.115
H  -4.588  -2.127  -1.361  0.120
H  0.293  -3.931  1.276  0.089
H  -2.662  -2.160  1.570  0.162
H  2.140  -1.342  -4.038  0.136
H  -0.396  2.571  0.593  0.104
H  -0.573  0.107  3.343  0.080
H  -1.319  -2.422  -0.986  0.142
H  -2.725  3.029  -0.194  0.103
H  0.335  -3.345  2.829  0.094
H  -3.232  4.102  1.848  0.089
H  1.415  -0.831  3.414  0.123
H  -1.121  2.216  3.355  0.063
H  -5.370  -2.718  0.420  0.137
H  -2.168  4.562  3.415  0.099
H  -0.315  -0.386  -3.246  0.147
H  2.880  -0.876  -2.367  0.097
H  -2.222  1.472  -1.129  0.081
H  -1.400  4.521  1.598  0.081
H  1.988  -3.517  -0.031  0.100
H  2.487  -2.978  3.564  0.087
H  2.588  0.789  -4.883  0.141
H  3.395  2.517  -2.366  0.073
H  -2.072  -0.337  2.616  0.087
H  -3.384  1.392  0.468  0.088
H  3.599  -2.877  2.341  0.082
H  0.521  1.997  -2.619  0.055
H  0.415  1.835  -4.579  0.094
H  2.966  -0.599  2.369  0.112
H  3.299  -2.505  0.214  0.090
H  4.332  2.044  -3.969  0.099
H  0.355  -1.977  -2.493  0.136
H  -2.342  -0.919  -1.664  0.145
H  1.584  3.069  -3.747  0.101

Properties
Frontier orbital gap, eV: 8.3878
Total charge: +1
LUMO level, Ha: -0.140
Molar mass, g/mol: 484.47
Multiplicity: 1